{
  "formula": "C4H12HfInS",
  "method": "wB97M-V/def2-TZVPD",
  "symbols": ["C", "C", "C", "C", "In", "S", "H", "H", "H", "H", "H", "H", "H", "H", "H", "H", "H", "H", "Hf"],
  "coordinates": [[-1.305, 1.543, 2.266], [-1.565, 0.130, 1.921], [-1.339, -0.113, 0.157], [-0.017, -0.515, 0.262], [0.909, -0.648, -2.073], [3.556, -0.818, -1.863], [-1.552, 1.624, 3.320], [-1.911, 2.220, 1.692], [-0.283, 1.838, 2.115], [-0.870, -0.500, 2.450], [-2.569, -0.254, 2.052], [-2.032, -0.859, -0.189], [-1.556, 0.832, -0.307], [0.168, -1.502, 0.666], [0.678, 0.196, 0.702], [0.370, -2.211, -2.542], [0.438, 0.708, -2.983], [4.102, -0.505, -3.026], [4.777, -1.168, -4.621]],
  "de_lowest_kcal_mol": 0.0,
  "gap_ev": 6.3,
  "charge": 3,
  "lumo_energy_ev": -14.11,
  "total_energy_ev": -21616.2631,
  "molar_mass_g_mol": 385.52
}

---

{
  "formula": "C4H12IMnO2",
  "method": "wB97M-V/def2-TZVPD",
  "symbols": ["Mn", "I", "C", "C", "O", "H", "H", "H", "H", "H", "H", "C", "C", "O", "H", "H", "H", "H", "H", "H"],
  "coordinates": [[-1.571, 2.894, 0.278], [-0.355, 0.501, 0.401], [-2.288, -2.165, 3.376], [-1.591, -3.356, 2.735], [-1.242, -3.106, 1.381], [-2.807, -2.475, 4.286], [-3.051, -1.748, 2.719], [-1.566, -1.396, 3.666], [-2.289, -4.191, 2.684], [-0.734, -3.668, 3.338], [-0.650, -2.349, 1.349], [2.109, 3.216, -3.392], [1.953, 1.775, -2.962], [2.451, 1.630, -1.619], [1.715, 3.890, -2.625], [1.529, 3.473, -4.280], [3.160, 3.440, -3.561], [2.499, 1.098, -3.623], [0.904, 1.452, -3.014], [1.824, 1.086, -1.138]],
  "multiplicity": 6,
  "de_lowest_kcal_mol": 0.0,
  "s2": 8.7641,
  "gap_ev": [4.8, 4.9],
  "charge": 1,
  "lumo_energy_ev": [-7.87, -7.83],
  "total_energy_ev": -47849.1992,
  "molar_mass_g_mol": 273.98
}

---

{
  "formula": "C4H12IN2S",
  "method": "wB97M-V/def2-TZVPD",
  "symbols": ["C", "C", "C", "C", "N", "N", "S", "I", "H", "H", "H", "H", "H", "H", "H", "H", "H", "H", "H", "H"],
  "coordinates": [[2.159, 1.255, -1.478], [1.096, -1.093, -0.973], [0.814, 0.475, -1.148], [-0.053, -1.848, -0.468], [-3.710, 0.166, 2.868], [0.313, 0.905, 0.167], [-2.166, 0.720, 2.855], [-0.892, -1.237, 1.689], [2.352, 1.549, -2.502], [3.120, 0.710, -1.199], [2.135, 2.161, -0.902], [1.984, -1.070, -0.335], [1.326, -1.503, -1.936], [0.168, 0.676, -1.984], [-0.932, -1.549, -1.051], [-4.411, 0.317, 2.124], [-4.142, -0.453, 3.589], [1.000, 1.040, 0.928], [0.184, -2.867, -0.412], [-0.344, 1.645, 0.168]],
  "de_lowest_kcal_mol": 7.7,
  "gap_ev": [6.5, 6.5],
  "charge": 1,
  "lumo_energy_ev": [-5.95, -5.95],
  "total_energy_ev": -26249.6381,
  "molar_mass_g_mol": 247.13
}

---

{
  "formula": "C4H12IO4",
  "method": "wB97M-V/def2-TZVPD",
  "symbols": ["I", "C", "C", "O", "O", "H", "H", "H", "H", "H", "H", "C", "C", "O", "O", "H", "H", "H", "H", "H", "H"],
  "coordinates": [[-1.614, -0.198, -2.722], [-0.715, -3.672, 0.772], [0.825, -3.541, 0.461], [1.551, -4.730, 0.339], [-1.382, -4.164, -0.342], [-1.135, -2.708, 1.058], [-0.767, -4.344, 1.628], [1.238, -2.987, 1.304], [1.013, -2.905, -0.404], [1.566, -4.971, -0.590], [-1.320, -3.461, -0.993], [0.945, 3.539, 0.029], [-0.272, 4.271, -0.588], [-1.002, 4.914, 0.447], [0.354, 2.507, 0.843], [1.510, 4.230, 0.655], [1.433, 3.080, -0.831], [-0.833, 3.617, -1.256], [0.175, 5.031, -1.229], [-1.232, 4.309, 1.155], [-0.339, 2.184, 0.262]],
  "de_lowest_kcal_mol": 25.0,
  "gap_ev": 7.1,
  "charge": -1,
  "lumo_energy_ev": 3.20,
  "total_energy_ev": -20634.6725,
  "molar_mass_g_mol": 251.04
}

---

{
  "formula": "C4H12N2",
  "method": "wB97M-V/def2-TZVPD",
  "symbols": ["N", "C", "C", "N", "C", "C", "H", "H", "H", "H", "H", "H", "H", "H", "H", "H", "H", "H"],
  "coordinates": [[-1.006, -2.264, 0.384], [0.469, -2.097, 0.438], [0.797, -0.662, 0.785], [0.263, 0.203, -0.289], [-0.209, 1.487, 0.180], [-0.474, 2.427, -0.979], [-1.276, -1.656, -0.390], [-1.216, -3.178, -0.013], [0.823, -2.247, -0.594], [0.950, -2.860, 1.047], [0.346, -0.443, 1.720], [1.874, -0.455, 0.811], [0.996, 0.324, -0.984], [-1.099, 1.370, 0.792], [0.493, 1.982, 0.877], [-1.122, 3.261, -0.677], [-1.055, 1.936, -1.752], [0.446, 2.872, -1.355]],
  "multiplicity": 2,
  "de_lowest_kcal_mol": 12.1,
  "s2": 0.7504,
  "gap_ev": [2.6, 9.5],
  "charge": -1,
  "lumo_energy_ev": [4.15, 4.52],
  "total_energy_ev": -7320.7954,
  "molar_mass_g_mol": 88.15
}

---

{
  "formula": "C4H12N2",
  "method": "wB97M-V/def2-TZVPD",
  "symbols": ["C", "C", "N", "H", "H", "H", "H", "H", "C", "N", "C", "H", "H", "H", "H", "H", "H", "H"],
  "coordinates": [[0.727, -2.356, 1.249], [0.573, -2.323, -0.118], [-0.115, -1.522, -1.119], [0.557, -3.319, 1.713], [0.782, -1.455, 1.890], [1.107, -3.183, -0.558], [-0.076, -1.824, -2.046], [-0.078, -0.478, -0.935], [0.509, 1.751, 0.851], [0.091, 1.193, -0.447], [-1.362, 1.414, -0.730], [0.287, 1.131, 1.770], [0.092, 2.793, 0.883], [1.564, 1.897, 0.819], [0.629, 1.717, -1.166], [-1.591, 2.548, -0.622], [-1.683, 0.934, -1.623], [-2.014, 1.082, 0.190]],
  "de_lowest_kcal_mol": 70.3,
  "gap_ev": 8.4,
  "lumo_energy_ev": 0.94,
  "total_energy_ev": -7319.9804,
  "smiles": "C=CN.CNC",
  "molar_mass_g_mol": 88.15
}

---

{
  "formula": "C4H12N2",
  "method": "wB97M-V/def2-TZVPD",
  "symbols": ["C", "C", "C", "N", "C", "N", "H", "H", "H", "H", "H", "H", "H", "H", "H", "H", "H", "H"],
  "coordinates": [[1.316, 2.127, -0.252], [-0.002, 1.499, 0.200], [0.193, 0.253, 1.055], [0.327, -0.987, 0.289], [-0.916, -1.714, 0.076], [-1.043, -2.105, -1.304], [1.940, 1.301, -0.627], [1.805, 2.642, 0.566], [1.138, 2.818, -1.072], [-0.661, 2.232, 0.682], [-0.659, 1.284, -0.642], [-0.498, 0.041, 1.869], [1.124, 0.384, 1.624], [0.826, -0.872, -0.580], [-0.891, -2.575, 0.766], [-1.750, -1.116, 0.466], [-1.944, -2.460, -1.578], [-0.304, -2.752, -1.538]],
  "de_lowest_kcal_mol": 20.8,
  "gap_ev": 9.6,
  "lumo_energy_ev": 1.22,
  "total_energy_ev": -7322.1276,
  "smiles": "CCCNCN",
  "molar_mass_g_mol": 88.15
}

---

{
  "formula": "C4H12N2",
  "method": "wB97M-V/def2-TZVPD",
  "symbols": ["C", "C", "C", "N", "C", "N", "H", "H", "H", "H", "H", "H", "H", "H", "H", "H", "H", "H"],
  "coordinates": [[1.307, -0.954, 0.014], [0.556, 0.277, 0.512], [-0.778, 0.046, 1.200], [-1.555, -1.123, 0.639], [0.359, 1.359, -0.651], [-0.494, 0.965, -1.758], [2.294, -0.670, -0.369], [1.456, -1.669, 0.829], [0.786, -1.465, -0.801], [1.209, 0.769, 1.245], [-1.449, 0.910, 1.176], [-0.610, -0.173, 2.259], [-1.595, -1.098, -0.377], [-1.154, -2.008, 0.950], [1.355, 1.592, -1.043], [-0.025, 2.294, -0.229], [-0.201, 0.074, -2.149], [-1.460, 0.871, -1.449]],
  "de_lowest_kcal_mol": 10.8,
  "gap_ev": 9.9,
  "lumo_energy_ev": 0.97,
  "total_energy_ev": -7322.5587,
  "smiles": "CC(CN)CN",
  "molar_mass_g_mol": 88.15
}

---

{
  "formula": "C4H12N2",
  "method": "wB97M-V/def2-TZVPD",
  "symbols": ["C", "N", "C", "C", "C", "N", "H", "H", "H", "H", "H", "H", "H", "H", "H", "H", "H", "H"],
  "coordinates": [[1.864, 2.078, 0.349], [1.291, 0.641, 0.280], [-0.165, 0.588, 0.095], [-0.586, -0.804, -0.022], [-1.762, -1.441, 0.774], [-0.696, -1.119, -1.509], [1.634, 2.415, -0.675], [1.394, 2.748, 1.071], [2.968, 2.124, 0.289], [1.341, 0.300, 1.244], [-0.751, 1.191, 0.752], [-0.360, 1.099, -0.901], [0.302, -1.402, 0.468], [-1.766, -1.451, 1.910], [-2.007, -2.452, 0.408], [-2.721, -0.964, 0.354], [-0.482, -2.109, -1.625], [0.168, -0.673, -1.875]],
  "de_lowest_kcal_mol": 40.0,
  "gap_ev": 10.6,
  "lumo_energy_ev": 1.11,
  "total_energy_ev": -7321.2950,
  "smiles": "CNC[C@@H](C)N",
  "molar_mass_g_mol": 88.15
}

---

{
  "formula": "C4H12N2",
  "method": "wB97M-V/def2-TZVPD",
  "symbols": ["C", "C", "N", "H", "H", "H", "H", "H", "H", "H", "C", "C", "N", "H", "H", "H", "H", "H"],
  "coordinates": [[-1.887, -1.087, -0.297], [-1.274, 1.214, -0.774], [-0.903, -0.033, -0.128], [-0.144, 0.139, 1.589], [-1.527, -1.987, 0.198], [-2.073, -1.325, -1.354], [-2.822, -0.775, 0.169], [-1.441, 1.099, -1.853], [-0.474, 1.939, -0.629], [-2.183, 1.593, -0.310], [2.311, -0.938, -0.222], [2.373, 0.084, 0.595], [2.838, 1.123, 1.043], [2.230, 1.870, 1.353], [0.360, 0.190, 2.246], [2.128, -1.935, 0.141], [2.490, -0.826, -1.277], [-0.003, -0.346, -0.490]],
  "de_lowest_kcal_mol": 79.5,
  "gap_ev": 9.6,
  "lumo_energy_ev": 0.91,
  "total_energy_ev": -7319.5828,
  "molar_mass_g_mol": 88.15
}

---

{
  "formula": "C4H12N2",
  "method": "wB97M-V/def2-TZVPD",
  "symbols": ["C", "C", "N", "H", "H", "H", "H", "H", "C", "N", "C", "H", "H", "H", "H", "H", "H", "H"],
  "coordinates": [[3.828, -0.423, -0.815], [2.507, -0.502, -0.747], [1.535, -0.435, -1.772], [4.455, -0.054, -1.610], [4.375, -0.660, 0.093], [2.126, -0.646, 0.266], [1.731, -1.204, -2.396], [0.589, -0.498, -1.413], [-1.848, -0.436, 1.764], [-1.811, 0.882, 1.143], [-2.585, 1.145, -0.054], [-1.043, -0.484, 2.495], [-1.789, -1.224, 1.003], [-2.772, -0.404, 2.349], [-0.922, 1.340, 0.980], [-3.637, 0.889, 0.062], [-2.551, 2.163, -0.444], [-2.188, 0.551, -0.904]],
  "de_lowest_kcal_mol": 44.9,
  "gap_ev": 9.3,
  "lumo_energy_ev": 0.82,
  "total_energy_ev": -7321.0797,
  "smiles": "C=CN.CNC",
  "molar_mass_g_mol": 88.15
}

---

{
  "formula": "C4H12N2",
  "method": "wB97M-V/def2-TZVPD",
  "symbols": ["H", "N", "C", "N", "C", "H", "H", "H", "H", "H", "C", "C", "H", "H", "H", "H", "H", "H"],
  "coordinates": [[1.515, -1.784, -2.663], [1.731, -1.475, -1.723], [1.241, -0.349, -1.415], [1.421, 0.198, -0.196], [2.206, -0.443, 0.827], [0.632, 0.290, -2.075], [1.061, 1.119, -0.017], [2.555, -1.384, 0.413], [1.600, -0.636, 1.718], [3.064, 0.175, 1.108], [-1.914, 0.854, 1.160], [-2.343, 0.219, -0.154], [-0.848, 0.732, 1.312], [-2.145, 1.916, 1.170], [-2.427, 0.389, 1.994], [-1.855, 0.712, -0.998], [-2.071, -0.835, -0.173], [-3.423, 0.302, -0.289]],
  "de_lowest_kcal_mol": 12.9,
  "gap_ev": 9.7,
  "lumo_energy_ev": 0.94,
  "total_energy_ev": -7322.4698,
  "smiles": "[H]/N=C/NC.CC",
  "molar_mass_g_mol": 88.15
}